[1]
DFT (ωB97M-V/def2-TZVPD) results for a molecular structure, C18H29AsN6O6SZr.

Element x y z (Å)
Zr (-0.08197, -0.53052, 0.54416)
C (3.55045, 1.29822, 4.58321)
N (2.23216, 0.83777, 4.14753)
C (1.07241, 1.09203, 5.00381)
C (2.03488, 0.26971, 2.95522)
N (0.88926, -0.21488, 2.55502)
N (3.13780, 0.21767, 2.12227)
C (3.18699, -0.30181, 0.85174)
N (4.40297, -0.27906, 0.28607)
N (2.13161, -0.76809, 0.25678)
H (4.29431, 0.50485, 4.49583)
H (3.49292, 1.56368, 5.63296)
H (3.87060, 2.18748, 4.03399)
H (1.39224, 1.69011, 5.84991)
H (0.65196, 0.16022, 5.38806)
H (0.31592, 1.65630, 4.45657)
H (0.18399, -0.09955, 3.27351)
H (3.96148, 0.69914, 2.44063)
H (5.22367, 0.03294, 0.77533)
H (4.51683, -0.54331, -0.67758)
H (2.32640, -1.07395, -0.69119)
O (-0.29367, -0.85734, -3.60177)
C (-0.56718, -0.78432, -2.43891)
O (0.27098, -0.99290, -1.43649)
C (-1.97658, -0.50265, -1.96513)
C (-2.99538, -0.27706, -2.89751)
C (-4.26978, -0.12905, -2.42828)
C (-4.52875, -0.25522, -1.04566)
C (-5.84320, -0.18854, -0.52195)
C (-6.06503, -0.37362, 0.81021)
C (-4.98079, -0.63914, 1.67578)
C (-3.69946, -0.69234, 1.20425)
C (-3.44207, -0.48739, -0.16959)
N (-2.15939, -0.56459, -0.65720)
H (-2.73959, -0.23478, -3.94622)
H (-5.09322, 0.05691, -3.10702)
H (-6.66441, -0.00092, -1.20180)
H (-7.06889, -0.32881, 1.20910)
H (-5.17190, -0.80079, 2.72837)
H (-2.88162, -0.89724, 1.88044)
C (-1.71748, 3.24737, 0.28388)
S (-0.56697, 2.21369, 1.10632)
O (0.33241, 1.61850, 0.06557)
O (0.08960, 2.93495, 2.14453)
O (-1.32856, 0.99439, 1.57418)
H (-1.16069, 4.08102, -0.14009)
H (-2.42801, 3.60530, 1.02634)
H (-2.21494, 2.67306, -0.49425)
C (-0.98362, -5.18368, 1.89598)
As (-0.85300, -3.97592, 0.42864)
C (-2.48855, -3.94561, -0.55450)
C (0.60766, -4.41829, -0.71366)
O (-0.55967, -2.42624, 1.08389)
H (-1.14235, -6.19359, 1.51976)
H (-1.82239, -4.88731, 2.52298)
H (-0.06000, -5.14370, 2.46978)
H (-2.74800, -4.96709, -0.83194)
H (-2.36263, -3.34427, -1.45290)
H (-3.27053, -3.52228, 0.07431)
H (0.42784, -5.39244, -1.16717)
H (1.52028, -4.45039, -0.12132)
H (0.68564, -3.65421, -1.48625)

Results
E: -113311.6237 eV
Energy relative to the best compared isomer or geometry (same formula, charge and spin): 0.0 kcal/mol
F_max: 0.0036 hartree/bohr
Kohn-Sham gap: 8.50 eV
Total charge: +2

=====

[2]
DFT (ωB97M-V/def2-TZVPD) results for 7 unconnected molecules or ions with the total composition C18H40Br6N4O4 in a non-equilibrium geometry.

Element x y z (Å)
C (23.32405, -14.85167, 5.21716)
N (22.55836, -14.71962, 6.43420)
C (22.48519, -15.91798, 7.32459)
C (21.89904, -13.61480, 6.85441)
O (21.98695, -12.54747, 6.17830)
H (23.33807, -13.93242, 4.63160)
H (22.80217, -15.59143, 4.61012)
H (24.34033, -15.15059, 5.47392)
H (22.47314, -16.79725, 6.68050)
H (23.41084, -15.97860, 7.89695)
H (21.68131, -15.95672, 8.05969)
H (21.39028, -13.78660, 7.81558)
C (17.34008, -19.31881, 4.73990)
N (16.20771, -20.03437, 5.32088)
C (16.51227, -21.13223, 6.20775)
C (14.94194, -19.82855, 4.94134)
O (13.93999, -20.50122, 5.29850)
H (17.02425, -18.76881, 3.85342)
H (18.17334, -20.00196, 4.57532)
H (17.94051, -18.74320, 5.44436)
H (17.27329, -21.82625, 5.85099)
H (16.77489, -20.76740, 7.20074)
H (15.66787, -21.78386, 6.43243)
H (14.91567, -18.95219, 4.27539)
C (5.62698, -15.53507, 4.02852)
N (6.87617, -15.61498, 3.27275)
C (6.73980, -15.57169, 1.78322)
C (8.06404, -15.72784, 3.89305)
O (9.11377, -15.95236, 3.39026)
H (5.78740, -15.61046, 5.10401)
H (4.94875, -16.30626, 3.66330)
H (5.17161, -14.58236, 3.75817)
H (5.86178, -16.11448, 1.43315)
H (6.58761, -14.52518, 1.51912)
H (7.67599, -15.93630, 1.36047)
H (7.98206, -15.68399, 4.99012)
C (12.00550, -26.95826, 10.20194)
N (11.82470, -28.34792, 10.52135)
C (12.30989, -28.92189, 11.84390)
C (11.04478, -29.13819, 9.72692)
O (10.78235, -30.31971, 9.99986)
H (11.12731, -26.31294, 10.22326)
H (12.43033, -26.88487, 9.20083)
H (12.71552, -26.54728, 10.91963)
H (11.84827, -28.35756, 12.65417)
H (12.14344, -29.99910, 11.84665)
H (13.34232, -28.77026, 12.15884)
H (10.70246, -28.66368, 8.79426)
Br (16.85198, -21.73951, -2.16384)
C (16.34817, -23.28188, -0.91041)
C (17.13804, -23.16306, 0.36450)
Br (16.75998, -24.64579, 1.62139)
H (16.45505, -24.22459, -1.44704)
H (15.28469, -23.13306, -0.72343)
H (16.89962, -22.17953, 0.76940)
H (18.21337, -23.16099, 0.18624)
Br (18.66543, -10.04497, -1.08621)
C (19.47136, -11.52185, 0.00671)
C (18.80747, -12.84744, -0.25180)
Br (17.13694, -13.17338, 0.76993)
H (19.50368, -11.35387, 1.08321)
H (20.49335, -11.59774, -0.36463)
H (19.39947, -13.69540, 0.09256)
H (18.80761, -12.93382, -1.33838)
Br (9.72536, -26.93103, 2.90691)
C (9.42774, -24.96210, 2.91273)
C (7.96853, -24.61742, 3.40890)
Br (7.83851, -25.16013, 5.34568)
H (9.55397, -24.61963, 1.88566)
H (10.11673, -24.57235, 3.66204)
H (7.19130, -25.14023, 2.85152)
H (7.83997, -23.53616, 3.35935)

Results
E: -453717.9124 eV
Energy relative to the best compared isomer or geometry (same formula, charge and spin): 73.4 kcal/mol
F_max: 0.0845 hartree/bohr
SMILES: CN(C)C=O.CN(C)C=O.CN(C)C=O.CN(C)C=O.BrCCBr.BrCCBr.BrCCBr
Kohn-Sham gap: 9.24 eV

=====

[3]
DFT (ωB97M-V/def2-TZVPD) results for a single C2HN5O molecule in a non-equilibrium geometry.

Element x y z (Å)
O (-1.75250, -0.25938, 0.92207)
C (-1.01888, -0.23834, -0.04498)
N (-0.81952, 0.94297, -0.69781)
N (0.24598, 1.50170, -0.44510)
C (1.15011, 0.77983, 0.39162)
N (1.52478, -0.36794, 0.66635)
N (0.99440, -1.22269, -0.47239)
N (-0.26964, -1.25242, -0.57391)
H (1.50069, 1.61469, 1.20352)

Results
E: -11582.1241 eV
Energy relative to the best compared isomer or geometry (same formula, charge and spin): 89.6 kcal/mol
F_max: 0.1498 hartree/bohr
SMILES: O=c1nncnnn1
Kohn-Sham gap: 8.53 eV

=====

[4]
DFT (ωB97M-V/def2-TZVPD) results for a single C6H13NO molecule in a non-equilibrium geometry.

Element x y z (Å)
C (0.71619, -2.58232, -0.32819)
C (0.71290, -1.15436, -0.75850)
C (1.09197, -0.10265, 0.00915)
O (1.81180, -0.24637, 1.18094)
C (0.78438, 1.32917, -0.36345)
N (-0.61348, 1.54952, 0.03781)
C (-0.92331, 1.32134, 1.44621)
C (-1.64533, 0.98290, -0.89804)
H (0.61080, -3.23871, -1.19654)
H (-0.14475, -2.75977, 0.32749)
H (1.62431, -2.87595, 0.20437)
H (0.29445, -0.95813, -1.74284)
H (2.16001, -1.14976, 1.22732)
H (1.43384, 2.01301, 0.19677)
H (0.92088, 1.50854, -1.43610)
H (-1.07497, 0.25612, 1.65862)
H (-1.84478, 1.84659, 1.71867)
H (-0.13136, 1.69424, 2.10412)
H (-2.60658, 1.45210, -0.66655)
H (-1.40908, 1.21153, -1.94129)
H (-1.76788, -0.09702, -0.77997)

Results
E: -9969.1246 eV
Energy relative to the best compared isomer or geometry (same formula, charge and spin): 47.3 kcal/mol
F_max: 0.0417 hartree/bohr
SMILES: C/C=C(\O)CN(C)C
Kohn-Sham gap: 8.83 eV